This record from the Open Molecules 2025 dataset describes a molecular structure, C25H33CoI2NOP3 in a non-equilibrium geometry. The level of theory is ωB97M-V/def2-TZVPD.

```
66
Properties=species:S:1:pos:R:3:lowdin_spin:R:1
I -2.909 -0.238 -1.399 0.70
I -0.428 -0.102 -3.295 0.26
Co -0.308 -0.337 -0.501 1.92
P 0.054 -2.493 -0.946 -0.03
C 0.019 -3.729 0.407 0.00
C -1.007 -3.320 -2.182 0.00
H -0.826 -4.399 -2.149 0.00
H 1.986 -3.709 -1.764 0.00
H -0.796 -2.936 -3.182 0.00
H 1.922 -2.032 -2.433 0.00
H -0.972 -3.739 0.882 0.00
H -2.056 -3.119 -1.949 0.00
C 1.780 -2.652 -1.538 0.00
H 0.232 -4.718 -0.019 0.00
H 2.458 -2.307 -0.743 0.00
H 0.771 -3.488 1.171 0.00
P 0.006 1.864 -0.586 0.00
C -0.189 2.810 0.943 0.01
C 1.740 2.181 -1.039 0.00
H -0.775 2.634 -2.769 0.00
H -0.797 3.947 -1.540 0.00
H -2.068 2.676 -1.546 0.00
C -1.009 2.886 -1.730 0.00
H 1.961 1.697 -1.996 0.00
H 1.909 3.263 -1.102 0.00
H 0.039 3.866 0.766 0.00
H 0.501 2.416 1.691 0.00
H 2.373 1.752 -0.254 0.00
H -1.216 2.726 1.309 0.00
C -1.183 -1.291 1.957 0.04
O -1.872 -1.957 2.669 0.04
N -0.436 -0.617 1.289 0.05
P 0.691 2.151 5.000 0.42
C -0.994 1.406 4.928 0.07
C -1.847 1.233 6.034 0.02
C -3.197 0.929 5.828 0.00
C -3.719 0.823 4.540 0.03
C -2.860 0.920 3.440 0.00
C -1.506 1.162 3.635 0.03
C 1.849 0.738 4.891 0.09
C 3.081 0.803 5.563 0.06
C 3.989 -0.257 5.465 0.00
C 3.699 -1.356 4.653 0.09
C 2.505 -1.385 3.911 0.00
C 1.596 -0.330 4.010 0.05
C 0.852 2.591 6.751 0.06
C 0.959 1.635 7.770 0.02
C 1.123 2.048 9.092 0.00
C 1.182 3.410 9.403 0.01
C 1.060 4.368 8.384 0.00
C 0.887 3.964 7.065 0.01
H -1.448 1.327 7.044 0.00
H -3.854 0.774 6.684 0.00
H -4.778 0.637 4.377 0.00
H -3.258 0.794 2.430 0.00
H -0.829 1.188 2.785 0.00
H 3.312 1.662 6.195 0.00
H 4.914 -0.226 6.034 0.00
H 4.403 -2.189 4.587 0.00
H 2.275 -2.228 3.264 0.00
H 0.677 -0.337 3.425 0.00
H 0.912 0.567 7.535 0.00
H 1.211 1.308 9.882 0.00
H 1.327 3.723 10.436 0.00
H 1.101 5.431 8.622 0.00
H 0.783 4.703 6.258 0.00
```

Computed properties:
* HOMO energy (spin up / spin down): -13.9058 / -14.3363 eV
* frontier orbital gap (spin up / spin down): 5.984 / 5.391 eV
* net charge: +2
* spin multiplicity: 5
* LUMO level (spin up / spin down): -7.9 / -8.9 eV
* energy above the lowest of the compared OMol25 structures with the same formula, charge and spin: 0.00 kJ/mol
* DFT total energy: -111678.3157 eV
* expectation value of S²: 6.11

=====

This record from the Open Molecules 2025 dataset describes a molecular structure, C25H33F5FeO25 in a non-equilibrium geometry. The level of theory is ωB97M-V/def2-TZVPD.

```
89
Properties=species:S:1:pos:R:3:lowdin_spin:R:1
Fe 7.830 20.386 -16.921 4.15
C 4.270 18.386 -17.258 0.01
C 5.527 19.273 -17.062 0.03
O 5.767 20.468 -17.449 0.21
O 6.531 18.853 -16.472 0.13
H 3.710 18.608 -18.166 0.00
H 3.617 18.466 -16.389 0.00
H 4.657 17.370 -17.330 0.00
C 9.018 21.478 -20.541 0.01
C 8.649 21.118 -19.108 0.04
O 8.199 21.909 -18.289 0.16
O 8.679 19.966 -18.662 0.25
H 10.098 21.605 -20.471 0.00
H 8.620 22.405 -20.954 0.00
H 8.903 20.672 -21.264 0.00
C 2.367 21.349 -16.319 0.00
C 1.456 22.164 -15.455 0.00
O 0.592 21.252 -14.822 0.00
C 0.699 20.062 -15.520 0.00
O -0.086 19.124 -15.197 0.00
O 1.673 20.118 -16.360 0.00
F 0.881 22.973 -16.301 0.00
H 3.314 21.194 -15.802 0.00
H 2.629 21.643 -17.335 0.00
H 2.005 22.667 -14.659 0.00
C -0.800 16.704 -17.311 0.00
C -1.190 16.087 -18.683 0.00
O -0.092 16.548 -19.409 0.00
C 0.999 16.534 -18.649 0.00
O 2.168 16.417 -19.026 0.00
O 0.628 16.543 -17.394 0.00
F -2.306 16.614 -19.151 0.00
H -1.186 16.075 -16.509 0.00
H -1.126 17.738 -17.200 0.00
H -1.290 15.005 -18.600 0.00
C 7.214 15.641 -14.532 0.00
C 6.072 15.467 -13.564 0.00
O 5.176 14.828 -14.431 0.00
C 5.566 14.891 -15.767 0.00
O 4.970 14.444 -16.751 0.00
O 6.678 15.578 -15.870 0.00
F 5.560 16.705 -13.284 0.00
H 7.923 14.833 -14.352 0.00
H 7.730 16.596 -14.426 0.00
H 6.178 14.890 -12.645 0.00
C 5.360 16.508 -21.684 0.00
C 6.093 16.875 -20.483 0.00
O 7.227 17.490 -21.050 0.00
C 6.746 18.119 -22.118 0.00
O 7.414 18.926 -22.791 0.00
O 5.691 17.453 -22.619 0.00
F 6.548 15.775 -19.813 0.00
H 4.284 16.669 -21.612 0.00
H 5.585 15.493 -22.012 0.00
H 5.554 17.526 -19.794 0.00
C 2.040 16.477 -13.926 0.01
C 0.837 15.574 -13.877 0.01
O 0.538 15.645 -12.513 0.07
C 0.811 16.865 -12.078 0.07
O 0.326 17.247 -11.022 0.80
O 1.674 17.446 -12.901 0.03
F 1.369 14.388 -14.170 0.01
H 2.232 16.978 -14.874 0.01
H 2.960 15.952 -13.672 0.00
H 0.117 15.939 -14.610 0.00
C -0.711 22.928 -19.047 0.00
O 0.359 22.249 -19.649 0.00
C 0.557 20.851 -19.526 0.00
O -0.092 20.084 -18.779 0.00
O 1.450 20.545 -20.443 0.00
C 1.880 19.230 -20.611 0.00
H -0.568 23.991 -18.856 0.00
H -0.945 22.517 -18.065 0.00
H -1.600 22.830 -19.670 0.00
H 1.231 18.622 -21.241 0.00
H 2.014 18.725 -19.654 0.00
H 2.848 19.256 -21.110 0.00
C 11.310 18.796 -14.452 0.00
O 11.081 17.403 -14.909 0.00
C 10.099 17.230 -15.795 0.00
O 9.301 18.110 -16.247 0.02
O 10.177 15.979 -16.323 0.00
C 9.497 15.762 -17.537 0.00
H 12.091 18.875 -13.696 0.00
H 10.388 19.233 -14.070 0.00
H 11.607 19.436 -15.283 0.00
H 9.830 14.817 -17.966 0.00
H 9.541 16.647 -18.172 0.00
H 8.499 15.574 -17.142 0.00
```

Computed properties:
* HOMO energy (spin up / spin down): -14.6422 / -14.6422 eV
* frontier orbital gap (spin up / spin down): 8.235 / 2.542 eV
* net charge: +2
* spin multiplicity: 7
* LUMO level (spin up / spin down): -6.4 / -12.1 eV
* DFT total energy: -125600.1444 eV
* expectation value of S²: 12.02

=====

This record from the Open Molecules 2025 dataset describes 3 unconnected molecules or ions with the total composition C25H33FN6O12S2 in a non-equilibrium geometry. The level of theory is ωB97M-V/def2-TZVPD.

```
79
Properties=species:S:1:pos:R:3:mulliken_charge:R:1
C -2.174 -3.395 1.756 -0.47
C -2.966 -2.469 0.631 -0.76
N -2.061 -1.859 -0.416 0.18
C -1.041 -2.834 -0.959 -0.32
C -0.757 -2.568 -2.569 -0.72
C -1.455 -0.544 0.016 -0.14
S -1.352 0.003 1.655 -0.21
S -0.761 0.695 -1.263 -0.06
C -0.059 2.193 -0.311 -0.69
C 0.672 3.293 -1.332 -0.27
C 0.250 4.865 -0.958 -0.53
O 1.340 5.830 -1.172 -0.21
C 2.386 5.735 -0.141 -0.04
O 2.174 4.981 0.971 -0.51
N 3.737 6.455 -0.187 0.58
C 3.670 7.823 0.456 -0.85
C 3.940 7.640 2.094 0.76
N 4.558 6.268 2.415 -0.56
N 2.597 7.766 2.837 -0.72
N 4.878 8.722 2.642 -0.79
C 4.299 6.503 -1.595 0.20
O 3.712 7.341 -2.460 -0.52
N 5.509 5.629 -1.892 -0.19
C 6.529 6.329 -2.763 0.55
O 7.839 6.214 -2.408 -0.49
F 6.261 7.092 -4.004 -0.17
H -2.099 -4.506 1.396 0.28
H -1.150 -2.884 2.002 0.18
H -2.793 -3.386 2.776 0.21
H -3.691 -1.701 1.149 0.34
H -3.676 -3.232 0.049 0.26
H -0.059 -2.832 -0.306 0.26
H -1.506 -3.929 -0.900 0.25
H 0.405 -2.345 -2.664 0.22
H -1.409 -1.687 -3.020 0.25
H -1.011 -3.547 -3.172 0.16
H 0.773 1.734 0.398 0.32
H -0.940 2.708 0.307 0.35
H 0.352 3.107 -2.455 0.37
H 1.832 3.141 -1.248 0.24
H -0.283 4.953 0.092 0.34
H -0.593 5.141 -1.757 0.29
H 4.548 8.540 0.082 0.41
H 2.643 8.375 0.345 0.14
H 4.512 6.088 3.442 0.28
H 5.599 6.288 2.204 0.25
H 1.898 7.328 2.184 0.28
H 2.414 8.806 2.888 0.34
H 5.796 8.601 2.149 0.30
H 5.086 8.527 3.666 0.29
H 6.014 5.430 -0.976 0.37
O -1.457 -3.741 -5.103 -0.64
C -2.492 -4.278 -5.483 0.94
C -3.785 -4.049 -4.818 -0.83
C -4.890 -4.662 -5.247 0.40
O -6.109 -4.450 -4.629 -0.56
C -4.856 -5.597 -6.406 0.78
O -5.885 -6.159 -6.765 -0.61
C -3.569 -5.807 -7.085 -0.84
C -2.464 -5.191 -6.659 0.32
O -1.251 -5.382 -7.294 -0.57
H -3.795 -3.369 -3.976 0.49
H -6.751 -5.006 -5.122 0.35
H -3.562 -6.475 -7.937 0.41
H -0.607 -4.831 -6.798 0.34
O -1.506 -5.621 3.397 -0.54
C -1.556 -5.893 4.591 0.84
C -0.719 -5.208 5.588 -0.88
C -0.785 -5.540 6.879 0.40
O -0.003 -4.898 7.822 -0.56
C -1.701 -6.613 7.355 0.85
O -1.727 -6.908 8.545 -0.61
C -2.556 -7.282 6.362 -0.84
C -2.492 -6.947 5.072 0.36
O -3.294 -7.570 4.133 -0.58
H -0.056 -4.432 5.228 0.45
H -0.232 -5.318 8.680 0.35
H -3.230 -8.047 6.725 0.41
H -3.060 -7.154 3.274 0.34
```

Computed properties:
* HOMO energy: -8.3840 eV
* frontier orbital gap: 6.544 eV
* net charge: 0
* spin multiplicity: 1
* LUMO level: -1.8 eV
* DFT total energy: -84346.8332 eV
* SMILES: CCN(CC)C(=S)SCCCOC(=O)N(CC(N)(N)N)C(=O)NC(=O)F.O=C1C=C(O)C(=O)C=C1O.O=C1C=C(O)C(=O)C=C1O

=====

This record from the Open Molecules 2025 dataset describes a molecular structure, C25H33FeO2 in a non-equilibrium geometry. The level of theory is ωB97M-V/def2-TZVPD.

```
61
Properties=species:S:1:pos:R:3:lowdin_spin:R:1
O 0.009 -2.143 -6.649 0.00
C 1.186 -2.812 -7.198 0.00
C 0.637 -2.912 -8.610 0.00
H 1.343 -3.774 -6.701 0.00
H 2.079 -2.186 -7.133 0.00
C -0.606 -2.238 -7.972 0.00
H 0.475 -3.927 -8.961 0.00
H 1.162 -2.300 -9.339 0.00
C -1.814 -3.150 -7.965 0.00
H -1.551 -4.142 -7.577 0.00
H -2.188 -3.268 -8.991 0.00
H -2.613 -2.711 -7.354 0.00
C -0.929 -0.877 -8.552 0.00
H -0.039 -0.236 -8.578 0.00
H -1.721 -0.402 -7.958 0.00
H -1.294 -0.993 -9.582 0.00
Fe -0.252 0.416 0.188 3.51
C 0.267 2.331 0.514 0.07
C 1.349 1.468 0.894 0.11
C 1.720 0.669 -0.259 0.11
H 1.883 1.511 1.837 0.01
C 0.891 1.069 -1.358 0.08
C -0.014 2.087 -0.887 0.10
H -0.720 2.628 -1.508 0.00
H -0.195 3.081 1.153 0.01
H 2.553 -0.025 -0.323 0.01
H 1.019 0.741 -2.381 0.01
C -1.888 0.240 1.365 0.12
C -2.241 0.942 0.167 0.11
C -1.884 0.122 -0.970 0.09
H -2.769 1.888 0.132 0.01
C -1.337 -1.112 -0.474 0.09
C -1.423 -1.074 0.967 0.12
H -1.378 -1.946 1.607 0.01
H -2.065 0.554 2.387 0.01
H -2.067 0.346 -2.013 0.01
H -1.045 -1.973 -1.061 0.01
O 0.401 -3.227 -3.176 0.00
C 0.023 -1.904 -3.611 0.00
C 1.251 -1.154 -4.165 0.00
H -0.413 -1.329 -2.758 0.00
H -0.772 -2.038 -4.362 0.00
C 2.401 -2.173 -4.104 0.00
H 1.481 -0.308 -3.511 0.00
H 1.057 -0.785 -5.174 0.00
C 1.853 -3.278 -3.190 0.00
H 3.319 -1.742 -3.697 0.00
H 2.613 -2.546 -5.107 0.00
H 2.227 -3.082 -2.163 0.00
H 2.157 -4.298 -3.474 0.00
C 2.235 -2.544 3.118 0.00
C 1.571 -1.457 3.709 0.01
C 0.771 -0.619 2.926 0.04
C 0.651 -0.897 1.561 0.30
C 1.262 -2.005 0.974 0.04
C 2.080 -2.824 1.754 0.01
H 2.879 -3.179 3.726 0.00
H 1.677 -1.256 4.777 0.00
H 0.267 0.246 3.374 0.00
H 1.102 -2.241 -0.085 0.00
H 2.579 -3.679 1.291 0.00
```

Computed properties:
* HOMO energy (spin up / spin down): -5.5107 / -7.6143 eV
* frontier orbital gap (spin up / spin down): 6.184 / 7.295 eV
* net charge: 0
* spin multiplicity: 6
* LUMO level (spin up / spin down): 0.7 / -0.3 eV
* energy above the lowest of the compared OMol25 structures with the same formula, charge and spin: 497.28 kJ/mol
* DFT total energy: -64933.0252 eV
* expectation value of S²: 8.78